62
Properties=species:S:1:pos:R:3:mulliken_spin:R:1 method="wB97M-V/def2-TZVPD" multiplicity=8 e_above_lowest_kj_mol=208.1 energy_ev=-67395.005 lumo_energy_ev="-0.754 / -0.822"
O -0.955 -2.432 -4.149 0.0137
H -1.685 -2.511 -4.798 -0.0005
Eu -0.524 -1.578 -1.845 4.1515
N -0.952 -1.913 1.078 0.3767
N -2.447 -1.198 -0.720 0.5002
N 1.850 -1.428 -0.410 0.3106
N 1.369 -0.961 -2.899 0.1341
O -0.057 -2.144 2.001 0.3587
O 2.126 -1.533 0.924 0.0642
O 0.987 -0.612 -4.222 0.0088
O -2.790 -0.553 -1.804 0.3100
C -3.047 -1.110 0.482 0.1971
C -2.179 -1.524 1.531 0.1133
C 2.876 -0.895 -1.108 0.0802
C 2.576 -0.587 -2.481 0.2439
C -2.568 -1.493 2.976 0.0000
H -2.135 -0.639 3.525 0.0127
H -2.295 -2.432 3.481 0.0080
H -3.660 -1.395 3.056 -0.0031
C -4.467 -0.702 0.603 0.0075
H -5.038 -1.221 -0.184 0.0035
H -4.568 0.383 0.441 0.0168
H -4.874 -0.979 1.588 0.0011
C 4.229 -0.552 -0.559 0.0067
C 3.516 0.067 -3.416 -0.0044
H 4.444 -1.056 0.384 0.0022
H 4.348 0.538 -0.436 -0.0021
H 4.980 -0.841 -1.301 0.0006
H 2.940 0.446 -4.268 0.0072
H 4.249 -0.666 -3.772 0.0217
H 4.047 0.884 -2.914 0.0042
H 1.212 -1.823 1.341 0.0130
H 0.238 -1.264 -4.414 -0.0034
C -0.979 -3.628 -3.055 0.0412
H -1.815 -3.454 -2.358 0.0010
H 0.027 -3.803 -2.657 -0.0070
H -1.234 -4.525 -3.576 0.0031
O 0.628 -5.122 0.965 0.0018
H 1.456 -4.867 0.493 0.0007
H 0.420 -4.123 1.128 -0.0008
C -0.407 4.415 0.873 0.0010
N -1.419 3.393 1.235 0.0011
C -1.188 2.958 2.631 0.0035
N 0.179 2.465 2.865 0.0002
C 1.143 3.511 2.474 0.0005
N 0.983 3.955 1.072 0.0011
C 1.329 2.892 0.129 0.0067
P 0.258 1.351 0.305 -0.0142
C -1.404 2.275 0.304 0.0006
C 0.435 1.213 2.161 0.0129
H -0.570 5.288 1.515 0.0002
H -0.543 4.687 -0.178 0.0000
H -1.909 2.171 2.880 -0.0005
H -1.359 3.828 3.279 -0.0003
H 2.159 3.127 2.604 -0.0001
H 0.990 4.385 3.119 -0.0001
H 1.232 3.265 -0.901 0.0015
H 2.377 2.594 0.273 0.0047
H -2.193 1.541 0.540 -0.0045
H -1.568 2.626 -0.728 0.0012
H 1.461 0.880 2.375 0.0024
H -0.236 0.425 2.523 -0.0127